(1)
The following is a DFT calculation (the ωB97M-V functional and the def2-TZVPD basis) of a 2-piece molecular cluster, C17H32F4N2O8 overall.

Element x y z (Å)
C 1.853 4.486 1.009
C 0.957 3.145 0.770
O 0.051 3.244 -0.354
C -1.012 4.189 -0.116
C -2.101 3.701 0.978
O -2.212 2.270 1.083
C -2.981 1.886 2.247
C -2.089 1.835 3.609
O -1.400 0.568 3.704
C -0.022 0.712 4.113
N 0.883 -0.303 3.517
C 0.608 -1.691 3.994
C 0.766 -2.849 2.900
O -0.418 -3.023 2.058
C 0.863 -4.241 3.749
F 0.803 -5.287 2.772
F 2.165 -4.275 4.315
F -0.161 -4.368 4.725
C 0.985 -0.185 2.052
O 2.152 -0.014 1.577
O -0.131 -0.192 1.176
C 0.255 -0.270 -0.214
C 0.809 -1.738 -0.647
O 0.052 -2.694 -0.860
F 2.241 -1.869 -0.779
H 2.960 4.198 0.964
H 1.588 5.242 0.193
H 1.645 4.858 2.073
H 0.405 2.860 1.741
H 1.722 2.319 0.505
H -0.622 5.258 0.108
H -1.598 4.291 -1.109
H -3.095 4.226 0.698
H -1.784 4.195 1.980
H -3.590 0.922 2.108
H -3.737 2.747 2.433
H -2.813 1.956 4.486
H -1.413 2.755 3.565
H 0.440 1.738 3.920
H -0.001 0.533 5.259
H -0.422 -1.784 4.480
H 1.386 -1.921 4.821
H 1.736 -2.812 2.292
H -1.159 -2.658 2.608
H -0.720 -0.146 -0.823
H 0.941 0.578 -0.567
C -0.742 -0.137 -5.285
O -0.167 -0.814 -4.180
C -0.264 -2.236 -4.241
C 0.830 -2.910 -5.095
C 0.589 -2.789 -6.598
N 2.163 -2.380 -4.782
H -1.627 -0.652 -5.670
H 0.000 -0.012 -6.077
H -1.039 0.860 -4.953
H -0.143 -2.581 -3.210
H -1.268 -2.545 -4.555
H 0.821 -3.979 -4.854
H 0.816 -1.791 -6.980
H 1.228 -3.490 -7.142
H -0.450 -3.023 -6.848
H 2.359 -2.550 -3.797
H 2.107 -1.363 -4.844

Highest occupied orbital energy in eV: -9.02
Max |F| in Eh/bohr: 0.1055
Kohn-Sham gap in Ha: 0.3498
SMILES: CCOCCOCCOCN(C[C@H](O)C(F)(F)F)C(=O)OCC(=O)F.COC[C@@H](C)N

=====

(2)
The following is a DFT calculation (the ωB97M-V functional and the def2-TZVPD basis) of C6H20HgN3S as an isolated structure.

Element x y z (Å)
C -2.318 -1.485 -4.484
Hg 0.005 0.271 -1.014
N 1.454 0.839 -3.349
H -0.684 -1.076 -1.749
H -3.361 -1.184 -4.432
H -2.206 -2.577 -4.595
H -1.789 -1.159 -3.558
H -1.832 -1.012 -5.347
H 2.336 0.380 -3.126
H 1.617 1.845 -3.392
H 1.150 0.518 -4.269
C 2.644 -0.309 0.982
N 1.475 -0.089 1.873
C 1.250 -1.168 2.833
C 0.578 0.887 1.557
S 1.079 2.039 0.350
N -0.687 0.985 2.059
C -1.235 0.296 3.222
C -1.717 1.666 1.257
H 3.320 -1.022 1.468
H 3.167 0.639 0.794
H 2.337 -0.748 0.018
H 1.357 -0.811 3.871
H 0.279 -1.653 2.671
H 2.014 -1.938 2.658
H -2.031 0.918 3.656
H -1.751 -0.623 2.901
H -0.485 0.082 3.993
H -1.343 2.623 0.875
H -2.018 1.034 0.405
H -2.606 1.832 1.872

Charge: -1
Highest occupied orbital energy (spin up / spin down) in eV: 0.27 / 0.65
Relative energy (zero: lowest compared OMol25 entry of this formula, charge and spin) in kcal/mol: 1.10
Max |F| in Eh/bohr: 0.0515
Kohn-Sham gap (spin up / spin down) in Ha: 0.1094 / 0.0944

=====

(3)
The following is a DFT calculation (the ωB97M-V functional and the def2-TZVPD basis) of a 2-piece molecular cluster, C4H2O2 overall.

Element x y z (Å)
C 1.101 -0.529 -2.262
C 1.719 -0.878 -3.312
C 0.850 1.619 0.317
C 0.425 -0.246 -1.116
O 1.757 2.251 -0.175
O 0.305 0.445 -0.054
H 0.422 1.981 1.200
H -1.499 -1.727 -0.583

Highest occupied orbital energy in eV: -9.02
Relative energy (zero: lowest compared OMol25 entry of this formula, charge and spin) in kcal/mol: 185.23
Max |F| in Eh/bohr: 0.1006
Kohn-Sham gap in Ha: 0.2376

=====

(4)
The following is a DFT calculation (the ωB97M-V functional and the def2-TZVPD basis) of C9H18LiO4S as an isolated structure.

Element x y z (Å)
C 1.739 -2.739 -0.149
O 2.187 -1.633 0.613
C 2.844 -0.618 -0.128
C 2.848 0.667 0.678
C 1.553 1.483 0.632
C 0.280 0.667 0.891
C -1.015 1.283 0.345
C -2.294 0.770 1.045
C -2.642 -0.679 0.707
C -2.868 -0.860 -0.771
O -1.617 -0.499 -1.489
S -1.191 0.981 -1.397
O 0.046 1.090 -2.155
O -2.197 1.863 -1.974
H 0.645 -2.788 -0.130
H 2.065 -2.674 -1.190
H 2.133 -3.660 0.281
H 2.340 -0.475 -1.094
H 3.876 -0.920 -0.340
H 3.101 0.417 1.712
H 3.662 1.293 0.305
H 1.610 2.266 1.393
H 1.491 1.996 -0.328
H 0.387 -0.361 0.541
H 0.130 0.587 1.971
H -0.999 2.377 0.394
H -2.094 0.852 2.114
H -3.133 1.432 0.824
H -1.845 -1.349 1.038
H -3.550 -0.977 1.234
H -3.652 -0.213 -1.168
H -3.055 -1.885 -1.075
Li -0.783 2.308 -3.329

Charge: +1
Highest occupied orbital energy in eV: -12.24
Max |F| in Eh/bohr: 0.0076
Kohn-Sham gap in Ha: 0.3185

=====

(5)
The following is a DFT calculation (the ωB97M-V functional and the def2-TZVPD basis) of a 3-piece molecular cluster, C37H39Br2F2N5OS overall.

Element x y z (Å)
C 4.450 3.647 0.333
C 5.904 2.982 0.434
C 5.977 1.849 1.530
O 6.046 0.505 1.017
C 4.815 -0.118 0.917
C 3.782 -0.157 1.944
C 2.511 -0.847 1.846
C 2.226 -1.596 0.600
C 3.245 -1.583 -0.447
C 4.530 -0.864 -0.335
C 5.570 -0.915 -1.506
Br 5.682 0.835 -2.468
C 7.006 -1.441 -1.017
C 8.152 -0.374 -1.091
Br 7.498 -3.046 -2.093
S 2.864 -2.571 -1.947
C 1.058 -2.485 -2.017
C 0.344 -2.560 -3.298
C -1.116 -2.504 -3.361
C -1.838 -2.347 -2.092
C -3.400 -2.308 -2.199
C -3.922 -1.275 -3.080
C -5.403 -1.202 -3.195
C -6.077 -2.214 -2.372
C -5.408 -3.218 -1.558
N -4.047 -3.257 -1.477
C -1.130 -2.266 -0.818
C -1.906 -2.086 0.526
C -1.850 -0.554 0.954
N -0.968 -0.310 2.126
N -1.408 0.384 -0.106
N -3.208 -0.094 1.374
C 0.344 -2.349 -0.738
N 0.964 -2.305 0.567
H 4.560 4.766 0.282
H 3.937 3.211 -0.558
H 3.884 3.457 1.291
H 6.317 2.696 -0.561
H 6.568 3.816 0.814
H 5.160 2.042 2.267
H 6.942 2.019 2.092
H 3.983 0.396 2.900
H 1.740 -0.854 2.658
H 5.252 -1.639 -2.304
H 6.900 -1.759 0.054
H 8.996 -0.772 -0.450
H 7.882 0.616 -0.642
H 8.599 -0.268 -2.118
H 0.875 -2.663 -4.276
H -1.689 -2.590 -4.314
H -3.267 -0.563 -3.643
H -5.931 -0.456 -3.823
H -7.198 -2.215 -2.369
H -6.020 -3.965 -0.986
H -2.950 -2.478 0.511
H -1.366 -2.656 1.334
H -0.040 -0.019 1.792
H -1.305 0.504 2.651
H -1.977 0.330 -0.951
H -0.409 0.331 -0.300
H -3.793 -0.304 0.553
H -3.187 0.925 1.489
H 1.050 -3.250 0.965
F -7.611 -4.391 -0.293
C -8.939 -4.208 -0.445
C -9.593 -4.838 -1.488
C -10.961 -4.653 -1.641
C -11.654 -3.833 -0.758
C -10.982 -3.202 0.283
C -9.616 -3.395 0.444
H -9.035 -5.467 -2.171
H -11.487 -5.147 -2.449
H -12.721 -3.686 -0.881
H -11.521 -2.560 0.968
H -9.076 -2.919 1.253
F 5.299 5.518 2.741
C 4.252 6.352 2.865
C 4.211 7.507 2.104
C 3.126 8.366 2.229
C 2.102 8.066 3.119
C 2.157 6.905 3.881
C 3.235 6.039 3.750
H 5.022 7.728 1.422
H 3.080 9.269 1.632
H 1.258 8.739 3.218
H 1.360 6.674 4.577
H 3.291 5.126 4.329

Highest occupied orbital energy in eV: -7.88
Max |F| in Eh/bohr: 0.0807
Kohn-Sham gap in Ha: 0.3012
SMILES: CCCOc1ccc2c(c1[C@@H](Br)[C@H](C)Br)Sc1ccc(-c3ccccn3)c(CC(N)(N)N)c1N2.Fc1ccccc1.Fc1ccccc1

=====

(6)
The following is a DFT calculation (the ωB97M-V functional and the def2-TZVPD basis) of C27H14BrCrF13N2O6PS3 as an isolated structure.

Element x y z (Å)
Cr 0.472 0.413 1.187
F 2.523 4.659 -0.608
C 2.889 3.788 -1.561
F 1.947 3.819 -2.516
F 4.026 4.251 -2.108
C 3.075 2.404 -1.006
C 4.313 1.791 -0.990
C 4.463 0.526 -0.425
C 3.355 -0.093 0.112
N 2.155 0.481 0.051
C 1.990 1.705 -0.470
S 0.347 2.218 -0.259
H 5.168 2.305 -1.407
H 5.428 0.042 -0.393
H 3.393 -1.064 0.589
F -5.589 -4.645 -0.629
C -4.550 -3.818 -0.584
C -3.638 -3.789 -1.617
F -3.796 -4.583 -2.674
C -2.567 -2.916 -1.555
F -1.769 -2.902 -2.629
C -2.339 -2.075 -0.467
P -0.878 -0.934 -0.523
C 0.443 -1.957 -1.257
C 1.351 -1.362 -2.131
C 2.413 -2.090 -2.649
C 2.587 -3.417 -2.288
C 1.691 -4.014 -1.412
C 0.623 -3.293 -0.901
C -1.548 0.121 -1.858
C -2.450 1.097 -1.430
C -3.088 1.914 -2.346
C -2.822 1.772 -3.702
C -1.933 0.801 -4.133
C -1.304 -0.032 -3.217
C -3.312 -2.084 0.536
Br -3.290 -0.878 1.965
C -4.388 -2.951 0.481
F -5.311 -2.963 1.441
H 1.233 -0.323 -2.414
H 3.103 -1.614 -3.335
H 3.414 -3.986 -2.691
H 1.816 -5.051 -1.130
H -0.069 -3.770 -0.223
H -2.647 1.221 -0.369
H -3.785 2.667 -2.002
H -3.310 2.419 -4.420
H -1.730 0.681 -5.189
H -0.638 -0.806 -3.573
F -1.847 3.404 3.944
C -2.067 2.242 4.546
F -1.995 2.404 5.858
F -3.278 1.801 4.219
S -0.828 0.989 4.001
O -0.938 1.078 2.540
O -1.230 -0.240 4.596
N 0.518 1.517 4.588
S 1.765 2.006 3.783
O 1.783 1.531 2.401
O 2.960 1.853 4.531
C 1.528 3.825 3.560
F 0.545 4.032 2.688
F 1.216 4.397 4.716
F 2.649 4.358 3.091
O -0.519 -2.758 1.839
C 0.404 -2.254 2.429
O 0.995 -1.127 2.109
H 0.876 -2.741 3.294

Highest occupied orbital energy (spin up / spin down) in eV: -8.98 / -9.01
Relative energy (zero: lowest compared OMol25 entry of this formula, charge and spin) in kcal/mol: 0.00
Spin multiplicity: 2
Max |F| in Eh/bohr: 0.0114
Kohn-Sham gap (spin up / spin down) in Ha: 0.2700 / 0.2956

=====

(7)
The following is a DFT calculation (the ωB97M-V functional and the def2-TZVPD basis) of C4H3N3 as an isolated structure.

Element x y z (Å)
C 1.831 -0.393 0.732
C -1.944 0.189 0.449
C -0.070 -0.232 -0.887
C 0.821 0.363 0.219
N 2.808 -0.924 1.107
N -2.980 0.663 0.565
N -0.882 -0.514 0.228
H -0.355 0.625 -1.572
H 0.220 -1.221 -1.330
H 0.552 1.443 0.490

Highest occupied orbital energy (spin up / spin down) in eV: -10.18 / -10.19
Relative energy (zero: lowest compared OMol25 entry of this formula, charge and spin) in kcal/mol: 82.62
Max |F| in Eh/bohr: 0.1067
Kohn-Sham gap (spin up / spin down) in Ha: 0.3081 / 0.3083

=====

(8)
The following is a DFT calculation (the ωB97M-V functional and the def2-TZVPD basis) of one molecule with the formula C2H6ClO2P.

Element x y z (Å)
C 0.207 -0.600 -0.100
C 0.060 0.559 0.876
O -1.313 1.141 0.895
P -2.439 0.794 -0.150
O -3.673 1.504 -0.037
Cl -2.974 -1.469 -0.067
H -0.490 -1.410 0.125
H 0.009 -0.170 -1.210
H 1.257 -0.837 -0.328
H 0.755 1.299 0.685
H 0.178 0.133 1.899
H -1.762 0.838 -1.251

Highest occupied orbital energy in eV: -10.95
Relative energy (zero: lowest compared OMol25 entry of this formula, charge and spin) in kcal/mol: 29.96
Max |F| in Eh/bohr: 0.0748
Kohn-Sham gap in Ha: 0.4166
SMILES: CCO[P@H](=O)Cl

=====

(9)
The following is a DFT calculation (the ωB97M-V functional and the def2-TZVPD basis) of a 2-piece molecular cluster, C3H8OS overall.

Element x y z (Å)
C -0.099 -0.456 1.859
C -0.221 0.956 -1.033
C -0.596 -0.226 -0.342
O 1.150 1.063 -1.217
S 0.152 -1.794 -0.933
H 0.442 -1.266 1.808
H 0.458 0.505 1.907
H -1.036 -0.426 2.380
H -0.470 1.823 -0.512
H -0.849 0.943 -1.938
H -1.712 -0.538 -0.295
H 1.505 0.584 -0.486
H 1.276 -1.168 -1.196

Highest occupied orbital energy in eV: -8.19
Relative energy (zero: lowest compared OMol25 entry of this formula, charge and spin) in kcal/mol: 81.94
Max |F| in Eh/bohr: 0.1519
Kohn-Sham gap in Ha: 0.3273

=====

(10)
The following is a DFT calculation (the ωB97M-V functional and the def2-TZVPD basis) of C33H32Br2CrN8OS2 as an isolated structure.

Element x y z (Å)
Cr -0.112 -0.279 -0.232
C -1.588 3.723 2.680
N -1.745 3.832 1.258
C -2.540 4.732 0.610
C -2.417 4.505 -0.714
N -1.534 3.453 -0.878
C -1.132 3.034 0.356
S 0.044 1.910 0.831
C -1.242 2.925 -2.150
C -1.239 3.786 -3.249
C -1.138 3.230 -4.512
C -1.039 1.850 -4.625
C -1.007 1.092 -3.469
N -1.101 1.606 -2.247
H -2.042 4.587 3.159
H -0.529 3.681 2.930
H -2.069 2.814 3.045
H -3.116 5.465 1.135
H -2.912 4.967 -1.542
H -1.305 4.857 -3.126
H -1.160 3.852 -5.394
H -1.000 1.368 -5.587
H -0.942 0.013 -3.524
N -2.222 -2.279 2.822
C -1.019 -2.879 3.098
C -0.662 -3.861 4.008
C 0.654 -4.270 3.989
C 1.580 -3.725 3.091
C 1.234 -2.741 2.189
C -0.088 -2.302 2.203
N -0.736 -1.363 1.437
C -2.006 -1.389 1.824
C -2.991 -0.638 1.101
C -4.354 -0.607 1.249
S -5.064 0.334 0.010
C -3.495 0.621 -0.631
N -2.526 0.071 0.026
H -3.100 -2.489 3.266
H -1.378 -4.287 4.692
H 0.981 -5.032 4.679
H 2.593 -4.096 3.106
H 1.945 -2.305 1.506
H -4.955 -1.069 2.005
H -3.349 1.190 -1.527
Br 5.151 -0.147 -4.196
C 3.525 -0.033 -3.242
C 3.223 1.107 -2.481
C 2.113 1.085 -1.675
N 1.254 0.049 -1.604
C 1.464 -0.983 -2.478
C 2.608 -1.070 -3.265
C 0.387 -1.952 -2.509
C 0.146 -2.813 -3.580
C -0.985 -3.614 -3.557
Br -1.402 -4.745 -5.012
C -1.830 -3.548 -2.445
C -1.508 -2.687 -1.422
N -0.449 -1.869 -1.443
H 3.875 1.963 -2.500
H 1.891 1.930 -1.035
H 2.796 -1.946 -3.863
H 0.807 -2.824 -4.430
H -2.719 -4.154 -2.398
H -2.135 -2.651 -0.544
C 4.480 -1.010 1.422
C 3.653 0.224 1.078
O 2.335 0.203 1.626
C 2.331 0.754 2.945
C 1.084 0.351 3.708
H 5.524 -0.820 1.195
H 4.156 -1.873 0.846
H 4.402 -1.246 2.478
H 3.541 0.289 -0.004
H 4.168 1.123 1.435
H 2.388 1.850 2.869
H 3.208 0.401 3.497
H 0.197 0.568 3.117
H 1.038 0.906 4.640
H 1.106 -0.711 3.933

Charge: +2
Highest occupied orbital energy (spin up / spin down) in eV: -13.03 / -13.20
Relative energy (zero: lowest compared OMol25 entry of this formula, charge and spin) in kcal/mol: 15.25
Spin multiplicity: 5
Max |F| in Eh/bohr: 0.0514
Kohn-Sham gap (spin up / spin down) in Ha: 0.2670 / 0.2651

=====

(11)
The following is a DFT calculation (the ωB97M-V functional and the def2-TZVPD basis) of one molecule with the formula C6H8.

Element x y z (Å)
C -0.693 -0.732 -1.413
C 0.182 -0.467 1.259
C 0.552 0.109 -1.142
C 1.221 -0.162 0.239
C -0.472 0.482 1.978
C -1.221 1.156 2.686
H -0.489 -1.804 -1.341
H -1.098 -0.523 -2.409
H -1.468 -0.503 -0.675
H 0.295 1.170 -1.219
H 1.315 -0.077 -1.906
H 1.868 -1.038 0.126
H 1.851 0.701 0.494
H -1.840 1.835 3.233

Highest occupied orbital energy (spin up / spin down) in eV: -8.02 / -8.04
Relative energy (zero: lowest compared OMol25 entry of this formula, charge and spin) in kcal/mol: 99.55
Max |F| in Eh/bohr: 0.0116
Kohn-Sham gap (spin up / spin down) in Ha: 0.2630 / 0.2636

=====

Question: What is the formula in the seventh record?
Answer: C4H3N3

=====

Question: Which value of max |F| does entry 6 give?
Answer: 0.0114 Eh/bohr